[1]
C11H14IN5O2PtS as an isolated structure at a distorted geometry, computed with ωB97M-V with the def2-TZVPD basis set.

Values from the calculation:
E_HOMO ... -7.51 eV
Largest force on an atom ... 1.42 eV/Å
Gap between HOMO and LUMO ... 7.291 eV
ΔE to the lowest compared entry with this formula, charge and spin ... 68.5 kJ/mol
Lowest unoccupied orbital energy ... -0.2 eV

Last column: Mulliken charge in e.
CARTESIAN COORDINATES (ANGSTROEM)
1 H 0.9055 -0.0271 6.9386  0.35
2 H 2.0061 6.5700 0.8348  0.31
3 C -1.9960 -1.0796 0.0925  -0.67
4 N 1.2126 -0.0209 2.3962  0.89
5 O -0.0744 -0.0149 2.3229  -0.78
6 C 3.2058 -0.1725 3.8402  -0.34
7 H 0.2485 5.0077 2.8180  0.26
8 C 1.8271 -0.0741 3.6965  0.19
9 I -3.2468 0.6793 -0.5638  -0.10
10 H -0.3214 6.3137 1.7854  0.32
11 N -0.5232 2.7241 -2.4350  -0.43
12 H -0.0696 0.0565 4.6501  0.41
13 C 2.9263 -0.1646 6.2342  -0.49
14 H 3.3577 -0.2016 7.2259  0.37
15 S -0.3161 4.9297 -0.8342  -0.20
16 C 0.4098 5.5067 1.8624  -0.47
17 C 0.1524 4.4908 0.7996  0.26
18 H 2.0012 6.7867 2.5869  0.33
19 H 3.8351 -0.2143 2.9644  0.43
20 H 2.5595 5.2624 1.8852  0.32
21 C -0.2860 3.2417 -1.1992  0.33
22 N 0.3004 3.2286 0.9576  -0.37
23 N 1.9916 0.0059 1.3923  -0.18
24 H -1.1701 3.2222 -3.0235  0.25
25 N 0.0525 2.5086 -0.1770  -0.01
26 H 4.8197 -0.2934 5.2304  0.36
27 C 1.8314 6.0668 1.7869  -1.03
28 C 1.5535 -0.0679 6.0726  -0.42
29 O 1.4411 0.0563 0.2393  -0.60
30 H -0.6589 1.7188 -2.4183  0.25
31 H -2.3496 -1.4786 1.0389  0.38
32 C 0.9959 -0.0215 4.8025  -0.36
33 H -2.0484 -1.8015 -0.7170  0.35
34 Pt -0.7283 0.3803 0.0455  0.52
35 C 3.7465 -0.2160 5.1135  -0.45

[2]
C19H27N5O3Re as an isolated structure at a distorted geometry, computed with ωB97M-V with the def2-TZVPD basis set.

Values from the calculation:
Multiplicity ... 4
E_HOMO (spin up / spin down) ... -20.51 / -20.51 eV
Largest force on an atom ... 8.19 eV/Å
<S²> ... 3.785
Gap between HOMO and LUMO (spin up / spin down) ... 5.489 / 3.528 eV
Net charge ... +4
ΔE to the lowest compared entry with this formula, charge and spin ... 335.0 kJ/mol
Lowest unoccupied orbital energy (spin up / spin down) ... -15.0 / -17.0 eV

Last column: Mulliken charge in e.
CARTESIAN COORDINATES (ANGSTROEM)
1 H -1.7057 -0.3145 5.6427  0.39
2 H -2.8204 0.3822 -2.0471  0.45
3 H 0.8270 4.8319 -1.0771  0.15
4 H 1.9473 -2.2528 4.3796  0.43
5 C 0.2961 1.5164 -2.9733  -0.16
6 H -1.4077 2.0144 2.2448  0.20
7 H -1.0676 1.3293 5.9104  0.41
8 C -0.0037 -0.8298 -3.6050  -0.49
9 H 2.8143 -0.7563 3.9536  0.45
10 N -1.0326 3.8947 1.3480  -0.48
11 H 5.5717 -4.8025 -1.7828  0.30
12 C 0.7630 0.3445 -3.5910  -0.61
13 C 0.8777 -0.2390 5.6886  -1.03
14 C -1.0458 1.5466 -2.4989  -0.54
15 O 0.0704 -0.0400 2.1996  -0.32
16 H 0.8258 0.8343 5.8928  0.47
17 N 3.7094 -2.4492 -0.7734  -0.48
18 N 0.7677 -0.5550 4.2956  0.33
19 C -0.1084 0.0480 3.4234  0.36
20 H -4.7579 -3.4982 0.1354  0.32
21 O 0.1142 -2.3749 0.6936  -0.16
22 H 1.8521 -0.5938 6.0186  0.42
23 C -2.0220 1.3367 2.8659  -0.20
24 C 0.0396 -1.6045 -0.1537  0.39
25 N -3.9895 -0.6408 1.3670  -0.48
26 C 0.3256 5.4500 -0.3031  -0.77
27 H -2.6897 1.1116 5.2657  0.38
28 C -4.8559 -2.4902 -0.3028  -0.80
29 C 1.4813 0.6478 -0.1335  0.41
30 C -1.8364 0.3633 -2.5152  -0.29
31 H 0.1302 -0.7640 6.2930  0.40
32 N -1.1969 0.7479 3.8915  0.21
33 Re 0.0350 -0.0387 -1.6513  0.99
34 H -2.8252 1.9046 3.3570  0.52
35 O 2.2021 0.8956 0.7394  -0.15
36 H 0.9983 2.3187 -2.7689  0.61
37 H -4.3047 -2.4599 -1.2610  0.19
38 H -5.9300 -2.3364 -0.5065  0.34
39 C -4.3440 -1.4618 0.6166  0.37
40 C 5.8493 -3.8032 -1.4243  -0.75
41 H -2.4614 0.5451 2.2269  0.24
42 H -0.3375 6.1682 -0.8175  0.33
43 H 1.0809 6.0459 0.2417  0.34
44 H -1.6409 -1.8578 -2.6475  0.65
45 H 0.4442 -1.7483 -3.9596  0.44
46 C 1.8834 -1.3254 3.7853  -0.81
47 C -1.2473 -0.8936 -2.9317  -0.43
48 C 4.6612 -3.0377 -1.0772  0.38
49 C -1.6792 0.7072 5.2456  -0.89
50 H -1.3971 2.3990 -1.9029  0.41
51 C -0.4355 4.5797 0.6116  0.35
52 H 1.7881 0.2823 -3.9215  0.46
53 H 6.4203 -3.3202 -2.2336  0.29
54 H 6.4936 -3.9232 -0.5516  0.29
55 H 1.7520 -1.5398 2.7240  0.20

[3]
C22H37ClMnP2 as an isolated structure at a distorted geometry, computed with ωB97M-V with the def2-TZVPD basis set.

Values from the calculation:
Multiplicity ... 6
E_HOMO (spin up / spin down) ... -6.83 / -7.37 eV
Largest force on an atom ... 7.88 eV/Å
<S²> ... 8.838
Gap between HOMO and LUMO (spin up / spin down) ... 7.274 / 4.409 eV
ΔE to the lowest compared entry with this formula, charge and spin ... 52.7 kJ/mol
Lowest unoccupied orbital energy (spin up / spin down) ... 0.4 / -3.0 eV

Last column: Mulliken charge in e.
CARTESIAN COORDINATES (ANGSTROEM)
1 C 0.3264 1.5467 -2.4554  -1.10
2 C 2.7766 0.3397 0.8685  -1.73
3 H -3.0655 -0.8620 0.6267  0.36
4 H -1.2379 1.3028 5.6263  0.38
5 C -0.7743 -4.2687 -1.0631  -0.36
6 C -1.0153 -0.8069 -2.3062  -1.07
7 H 2.5195 -0.9506 -1.4950  0.26
8 C -1.9072 -2.6246 1.2769  -1.49
9 H 0.1781 1.0729 -3.4619  0.57
10 H 3.4044 4.0207 -1.9906  0.36
11 H 0.2486 4.3599 -2.0685  0.38
12 Mn 1.0827 1.3135 0.3853  -0.07
13 H -3.7629 -1.5349 -1.5464  0.55
14 C -0.6141 1.1872 4.7328  -0.52
15 C 3.1316 4.1555 -0.9334  -1.07
16 H 2.5949 0.3987 3.7728  0.35
17 H -1.9969 -2.1142 2.2591  0.47
18 H -0.7035 3.9679 -0.6133  0.33
19 H -0.5136 2.2497 -2.2966  0.35
20 H 4.0011 3.8722 -0.3143  0.31
21 H -0.9923 -1.9095 -2.2062  -0.06
22 H -1.1039 2.7845 0.8351  0.57
23 H -2.0542 -0.5217 -2.1536  0.37
24 H -2.2077 1.7696 3.3346  0.46
25 C -0.8290 1.7325 0.9675  -1.23
26 H 2.0359 2.7895 -3.0976  0.46
27 C 1.5379 0.7009 3.6625  -0.05
28 C 1.6802 2.1627 -2.2696  -1.32
29 C -0.0057 -3.5233 -0.2973  -0.57
30 C -0.3664 1.4014 2.3677  0.29
31 C -3.2342 -2.2522 -0.8969  -0.86
32 P 1.6096 3.1531 -0.4071  1.00
33 H 1.7311 -0.4137 -3.0076  0.37
34 C -3.1822 -3.5875 -1.5179  -0.57
35 H -0.3846 -4.6324 -2.0211  0.28
36 H 1.0508 -3.3852 -0.5767  0.49
37 H 3.1580 1.0705 1.6011  0.46
38 H -2.4518 -4.6281 0.2562  0.24
39 H 3.4922 0.1995 0.0507  0.52
40 H 1.1835 -1.9119 -2.2245  0.50
41 H -1.6378 1.0517 0.6262  0.20
42 P 0.2849 0.1291 -1.2027  1.76
43 H -2.2835 -3.6407 1.4910  0.49
44 H -2.8598 -3.4457 -2.5563  0.31
45 C 1.5779 -0.9074 -2.0432  -1.66
46 C -2.2118 -4.5802 -0.8115  -0.89
47 H -2.4094 -5.5914 -1.2037  0.47
48 H 2.6047 -0.6214 1.4002  0.35
49 Cl 1.8568 4.1140 1.6169  -0.29
50 H 0.4308 5.3262 -0.5775  0.45
51 C -2.7792 -1.8768 0.3036  0.21
52 H -0.8332 -0.6478 -3.3946  0.49
53 H 0.0447 -1.7666 0.9198  -0.63
54 H 2.4718 1.4275 -2.0073  0.42
55 C -1.1852 1.4729 3.4956  -0.62
56 C 0.9845 1.0206 2.4076  0.16
57 C 0.7242 0.8024 4.8175  -0.63
58 C -0.3821 -2.7712 0.9613  0.54
59 H 1.1532 0.5839 5.8102  0.36
60 H -4.1919 -4.0212 -1.5631  0.45
61 H 0.0660 -3.2442 1.8425  0.48
62 H 2.9695 5.2435 -0.7672  0.37
63 C 0.2651 4.3189 -0.9687  -1.41

[4]
C26H28F4N9Os as an isolated structure at a distorted geometry, computed with ωB97M-V with the def2-TZVPD basis set.

Values from the calculation:
E_HOMO (spin up / spin down) ... -15.42 / -15.42 eV
Largest force on an atom ... 1.18 eV/Å
Gap between HOMO and LUMO (spin up / spin down) ... 4.112 / 4.042 eV
Net charge ... +3
ΔE to the lowest compared entry with this formula, charge and spin ... 40.1 kJ/mol
Lowest unoccupied orbital energy (spin up / spin down) ... -11.3 / -11.4 eV

Last column: Mulliken charge in e.
CARTESIAN COORDINATES (ANGSTROEM)
1 H -4.0931 0.8175 -0.6716  0.54
2 Os -1.0481 -0.8158 0.4628  0.78
3 N 2.8699 0.1073 -0.7398  0.17
4 C 1.0960 -0.6509 -2.3369  -1.48
5 N -1.3531 1.3105 0.2743  -0.11
6 C 3.0287 0.2649 0.6245  -0.52
7 C -0.1833 -4.3242 2.7294  -0.78
8 H 1.6590 -1.4482 -2.8246  0.50
9 H 4.7373 0.7101 -1.5111  0.36
10 C 1.8706 -0.1234 1.1954  -0.65
11 C -1.3493 -1.8857 3.1358  -0.35
12 H 0.5828 2.1282 0.4876  0.19
13 N -0.9000 -2.2080 1.8799  0.11
14 H 2.5112 6.3963 -1.1718  0.47
15 C -2.7059 1.4548 0.9006  -1.08
16 H -0.1354 -5.7609 4.9178  0.23
17 C -4.2640 -3.9462 -2.4162  -0.32
18 H -1.6383 -2.4024 5.1587  0.41
19 F -5.6489 -1.0131 -0.8171  -0.27
20 H 6.1024 2.8738 -1.3200  0.40
21 C -4.7471 -1.8986 -1.2101  0.60
22 H -2.6025 1.2743 1.9705  0.40
23 H -0.3947 1.8676 -1.5341  0.14
24 H -4.4702 0.2151 0.9371  0.59
25 C 3.2821 5.6387 -1.1848  -0.65
26 C 3.9701 3.3191 -1.4747  1.53
27 C -1.2564 -2.7188 4.1978  -0.73
28 H -3.0676 2.4770 0.7667  0.43
29 H -0.3341 1.9742 2.0149  0.28
30 F -1.2150 -2.6588 -0.8792  -0.36
31 H 1.6003 -0.1501 2.2371  0.54
32 H 0.0574 -0.9677 -2.2713  0.01
33 C -3.4108 -1.7851 -0.8182  -0.19
34 C 3.6812 0.7920 -1.7549  -1.16
35 C 5.6037 4.9384 -1.0085  -0.56
36 C 4.6043 5.9365 -0.9717  -0.63
37 N 0.9978 -0.5158 0.1814  0.05
38 N 1.7583 3.6878 -1.6740  -0.98
39 C -5.1524 -2.9756 -1.9975  0.05
40 C -2.5518 -2.7954 -1.2506  0.49
41 F -2.0362 -4.7473 -2.4083  -0.24
42 N 3.2829 2.1719 -1.7721  0.37
43 C 1.6424 -0.3731 -0.9828  1.16
44 H -1.9512 2.6668 -1.2324  0.41
45 N -2.8689 -0.7794 0.0036  0.42
46 C 2.9706 4.2963 -1.4365  0.30
47 H 6.6320 5.2303 -0.8424  0.41
48 H 1.1433 0.2443 -2.9557  0.45
49 H 3.9388 0.6460 1.0567  0.50
50 H 4.9014 6.9580 -0.7804  0.41
51 H -1.8058 -0.9098 3.2424  0.44
52 H -1.9169 0.9723 -1.7811  0.30
53 H 0.2964 -5.2745 2.5377  0.40
54 H 3.4989 0.3091 -2.7126  0.38
55 N -0.5548 -4.8502 5.0359  -0.37
56 C -0.6624 -4.0035 4.0332  1.09
57 C -2.9314 -3.8529 -2.0342  0.01
58 C -1.4121 1.7196 -1.1708  -0.71
59 H -4.6021 -4.7689 -3.0346  0.55
60 C 5.3184 3.6171 -1.2642  -1.07
61 C -0.3912 2.2201 0.9559  -0.92
62 C -3.6514 0.4541 0.2558  -0.64
63 H 0.0772 -3.6701 0.7362  0.56
64 F -6.4203 -3.0466 -2.3319  -0.23
65 C -0.3119 -3.4362 1.7162  -0.36
66 N 1.9542 2.4419 -1.8687  0.25
67 H -0.7384 3.2485 0.8418  0.46
68 H -0.8925 -4.6231 5.9599  0.23

[5]
The molecule C4H6O2 at a distorted geometry, computed with ωB97M-V with the def2-TZVPD basis set.

Values from the calculation:
E_HOMO ... -9.05 eV
Largest force on an atom ... 1.53 eV/Å
SMILES ... C[C@]12O[C@H]1[C@@H]2O
Gap between HOMO and LUMO ... 9.849 eV
ΔE to the lowest compared entry with this formula, charge and spin ... 371.6 kJ/mol
Lowest unoccupied orbital energy ... 0.8 eV

Last column: Mulliken charge in e.
CARTESIAN COORDINATES (ANGSTROEM)
1 H -2.2047 -0.8030 0.2268  0.29
2 C -1.1673 -1.0650 0.0006  -0.99
3 O 1.5109 0.3565 -1.3993  -0.51
4 H -1.1098 -1.3271 -1.0588  0.29
5 H 0.0007 2.4083 0.3600  0.41
6 H -0.9198 -1.9683 0.5583  0.29
7 H 0.7370 -0.0322 -1.8345  0.29
8 O -0.0984 0.5921 1.6944  -0.49
9 C 1.2092 0.3724 -0.0276  -0.07
10 C -0.1749 -0.0281 0.3663  0.27
11 H 2.0813 0.1496 0.6095  0.32
12 C 0.1357 1.3449 0.5043  -0.11